{
  "formula": "C2H3F4NO",
  "method": "ωB97M-V with the def2-TZVPD basis set",
  "homo_lumo_gap_ev": 11.7,
  "relative_energy_kcal_mol": 34.2,
  "homo_energy_ev": -10.97,
  "e_tot_ev": -16529.195,
  "lumo_energy_ha": 0.0273,
  "smiles": "N[C@]1(F)OC1(F)F.F",
  "symbols": ["N", "C", "F", "O", "C", "F", "F", "H", "H", "F", "H"],
  "positions_angstrom": [[-1.07, -0.79, -0.05], [0.32, -0.75, 0.10], [0.83, -1.65, 0.88], [0.88, 0.71, 0.41], [1.05, 0.16, -0.80], [0.36, 0.68, -1.86], [2.26, 0.00, -1.24], [-1.45, -0.02, -0.66], [-1.60, -1.00, 0.82], [-1.20, 1.42, 1.39], [-0.39, 1.24, 1.00]],
  "nbo_charge": [-0.83, 0.66, -0.26, -0.57, 0.83, -0.33, -0.28, 0.43, 0.42, -0.60, 0.55]
}

{
  "formula": "C2H3FI2",
  "method": "ωB97M-V with the def2-TZVPD basis set",
  "homo_lumo_gap_ev": [8.5, 8.5],
  "relative_energy_kcal_mol": 60.4,
  "homo_energy_ev": [-8.76, -8.76],
  "e_tot_ev": -21037.991,
  "lumo_energy_ha": [-0.0106, -0.0106],
  "symbols": ["C", "C", "F", "I", "I", "H", "H", "H"],
  "positions_angstrom": [[0.10, -1.21, -0.45], [0.79, -0.14, 1.50], [1.07, -0.91, -1.31], [2.58, 0.77, 0.97], [0.80, -1.61, 2.98], [-0.81, -0.78, -0.86], [0.02, -2.24, -0.33], [-0.11, 0.51, 1.82]],
  "nbo_charge": [0.17, -0.77, -0.34, 0.24, 0.18, 0.15, 0.15, 0.23]
}

{
  "formula": "C2H3FIN",
  "method": "ωB97M-V with the def2-TZVPD basis set",
  "homo_lumo_gap_ev": [8.3, 5.0],
  "relative_energy_kcal_mol": 40.7,
  "homo_energy_ev": [-7.70, -9.44],
  "e_tot_ev": -14424.486,
  "multiplicity": 3,
  "lumo_energy_ha": [0.0227, -0.1648],
  "symbols": ["C", "C", "N", "F", "I", "H", "H", "H"],
  "positions_angstrom": [[1.38, 3.30, -0.59], [1.31, -0.13, 0.99], [1.47, 2.39, 0.12], [-1.96, 0.07, -0.23], [2.86, -0.97, -0.01], [-2.60, 0.69, -0.40], [1.47, -0.18, 2.06], [0.30, 0.24, 0.67]],
  "mulliken_spin": [0.88, 0.87, 0.11, 0.00, 0.09, 0.00, 0.01, 0.04]
}

{
  "formula": "C2H3FKO2",
  "method": "ωB97M-V with the def2-TZVPD basis set",
  "homo_lumo_gap_ev": [2.9, 6.5],
  "relative_energy_kcal_mol": 20.0,
  "homo_energy_ev": [-3.83, -7.51],
  "e_tot_ev": -25256.665,
  "multiplicity": 2,
  "lumo_energy_ha": [-0.0327, -0.0357],
  "symbols": ["F", "H", "O", "C", "C", "O", "H", "H", "K"],
  "positions_angstrom": [[-3.68, 2.35, -2.64], [-4.56, 2.49, -2.32], [-0.37, 0.32, -0.31], [0.58, 0.22, 0.28], [1.77, -0.35, 1.05], [1.65, -1.66, 1.07], [1.70, 0.18, 2.03], [2.64, 0.10, 0.52], [0.25, -3.65, 0.32]],
  "mulliken_spin": [0.00, 0.00, -0.08, 1.01, 0.04, 0.01, -0.01, -0.01, 0.04]
}

{
  "formula": "C2H3FN2O2S",
  "method": "ωB97M-V with the def2-TZVPD basis set",
  "homo_lumo_gap_ev": [8.7, 8.7],
  "relative_energy_kcal_mol": 5.0,
  "homo_energy_ev": [-10.47, -10.47],
  "e_tot_ev": -22745.519,
  "lumo_energy_ha": [-0.0637, -0.0638],
  "symbols": ["C", "C", "N", "N", "O", "O", "F", "S", "H", "H", "H"],
  "positions_angstrom": [[-2.25, -0.32, 0.26], [-1.00, 0.24, 0.01], [-3.27, -0.79, 0.44], [1.48, -1.10, 0.42], [0.99, -1.08, 1.45], [1.07, 0.57, -1.56], [2.45, 0.91, 0.37], [0.21, -0.58, -1.05], [-1.24, 1.21, -0.37], [-0.35, 0.29, 0.86], [1.91, 0.65, -0.85]],
  "nbo_charge": [0.25, -0.74, -0.25, 0.26, -0.16, -0.87, -0.71, 1.10, 0.30, 0.28, 0.53]
}

{
  "formula": "C2H3FNaO",
  "method": "ωB97M-V with the def2-TZVPD basis set",
  "homo_lumo_gap_ev": 6.6,
  "relative_energy_kcal_mol": 0.0,
  "homo_energy_ev": -3.93,
  "e_tot_ev": -11303.108,
  "lumo_energy_ha": 0.0981,
  "charge": -1,
  "symbols": ["C", "C", "F", "H", "H", "Na", "O", "H"],
  "positions_angstrom": [[-0.04, 1.02, -0.29], [-1.01, 1.89, -0.03], [1.27, 1.58, 0.11], [-0.84, 2.95, 0.17], [-2.00, 1.49, 0.25], [1.05, -1.25, 0.34], [0.89, -3.50, 0.05], [0.68, -4.17, -0.60]],
  "nbo_charge": [-0.08, -0.71, -0.51, 0.16, 0.19, 0.93, -1.40, 0.42]
}